Record 1
Formula: C8H21N6
Source: the Open Molecules 2025 dataset
Level of theory: ωB97M-V with the def2-TZVPD basis set

Charge: +1
Energy above the lowest of the compared OMol25 structures with the same formula, charge and spin in kcal per mole: 0.0
Frontier orbital gap in Eh: 0.28976
HOMO level in eV: -12.24

Positions of all 35 atoms, in Å:
C 0.6691 1.0147 -1.1549
C -2.8113 2.0491 1.0958
C -0.9589 -0.5674 -0.1683
C -4.1059 1.7019 0.4530
C -1.7312 -2.2178 -1.6860
C -3.0412 -1.6343 0.4405
C 4.1725 -0.4882 -0.4713
C 4.1683 -0.2934 2.0049
N 0.0643 0.0157 -0.4682
N 0.1225 1.3471 -2.3010
N -2.1066 1.1095 1.5342
N 1.7674 1.5243 -0.5286
N -1.9093 -1.3931 -0.4097
N 3.3647 -0.3946 0.7371
H -2.5193 3.0959 0.9591
H -4.9592 2.1404 0.7568
H -4.2232 0.5969 0.4610
H -4.0293 2.0135 -0.6019
H -1.5901 -3.2647 -1.4254
H -2.6387 -2.1408 -2.2733
H -0.8278 -1.9388 -2.2379
H -3.0185 -2.4983 1.1926
H -3.0941 -0.7164 0.9397
H -3.9639 -1.9080 -0.3027
H 3.4500 -0.5619 -1.2716
H 4.8760 0.4845 -0.4810
H 4.8899 -1.3033 -0.3817
H 3.3883 -0.2776 2.7225
H 4.8147 -1.2134 2.0394
H 4.9424 0.5141 1.7855
H 0.5413 2.1243 -2.6771
H -1.1173 1.3144 1.9361
H 2.1757 0.8548 0.0749
H 2.3445 2.1880 -1.0918
H 2.8939 -1.2770 0.7991



Record 2
Formula: C8H22BBeBr2MgN6NaO17P2S
Source: the Open Molecules 2025 dataset
Level of theory: ωB97M-V with the def2-TZVPD basis set

Charge: 0
Energy above the lowest of the compared OMol25 structures with the same formula, charge and spin in kcal per mole: 0.0
Frontier orbital gap in Eh: 0.05096
HOMO level in eV: -7.47

Positions of all 62 atoms, in Å:
N 0.4147 -0.6553 2.1393
B 0.1432 0.4265 3.0707
O 0.6572 0.4072 4.3629
N -0.6910 1.6154 2.5884
C -2.0251 1.4707 2.4362
N -2.7666 0.3113 2.6861
C -4.0405 0.7138 2.3568
N -4.0751 2.0209 1.9629
N -2.8130 2.5260 2.0058
P 0.1457 3.1048 2.2487
O 1.3978 2.7473 1.2075
O 0.6502 3.8501 3.6582
H -0.1108 -0.5517 1.2691
H 1.4062 -0.7111 1.8906
H 0.0127 0.8892 4.9168
H -4.9828 0.1196 2.3975
H -4.8852 2.6116 1.6392
H -2.6100 3.4873 1.7247
H 1.9223 3.5650 1.1135
H 0.1541 3.3727 4.4446
O 1.9375 -1.5484 -0.2397
C 1.9252 -0.8527 -1.2216
O 0.8047 -0.1863 -1.5490
C 0.7251 0.8022 -2.5904
C 0.5115 0.1602 -3.9437
C 3.1184 -0.7840 -2.1376
H 1.5958 1.4600 -2.5705
H -0.1363 1.4258 -2.3420
H 1.3460 -0.4881 -4.2164
H 0.3989 0.9210 -4.7153
H -0.3832 -0.4644 -3.9330
H 3.1077 -1.6489 -2.8012
H 4.0218 -0.8089 -1.5281
H 3.1718 0.1271 -2.7286
Br 0.5225 4.2910 5.9013
Be -5.6241 2.5592 0.0296
N -5.9215 -2.3491 3.9544
O -6.6588 -3.3289 4.0811
O -6.1831 -1.4762 3.0890
O -4.9198 -2.2179 4.6761
O -2.3747 1.0584 -4.8213
P -2.5999 2.4707 -4.2732
O -3.7650 2.4546 -3.2735
O -2.9256 3.4146 -5.4283
O -1.3291 2.9533 -3.5677
Mg -1.1908 5.2346 1.1046
Na -2.8863 1.1634 -2.2037
O -5.3363 -0.7564 -5.0781
H -5.1036 -1.6507 -5.3501
H -4.5223 -0.2521 -5.2100
C 4.9316 -4.8961 -0.3720
C 5.1315 -3.8403 0.6965
O 6.5484 -3.7443 0.8603
S 7.2648 -4.0396 -0.5565
O 7.5645 -2.7954 -1.1756
O 8.2382 -5.0533 -0.3643
O 5.9882 -4.6807 -1.3109
H 5.0408 -5.9022 0.0401
H 3.9630 -4.8095 -0.8613
H 4.6534 -4.1052 1.6372
H 4.7629 -2.8663 0.3638
Br -3.3181 3.7281 3.8102



Record 3
Formula: C8H22F24LiN4O27S8
Source: the Open Molecules 2025 dataset
Level of theory: ωB97M-V with the def2-TZVPD basis set

Charge: -3
Frontier orbital gap in Eh: 0.20897
HOMO level in eV: -2.37

Positions of all 94 atoms, in Å:
Li 1.9213 -1.7358 -2.6122
C 3.0221 4.6487 -3.4403
F 2.4723 4.2957 -4.6009
F 3.4502 5.8985 -3.4549
F 2.0755 4.5540 -2.5295
S 4.4122 3.4498 -3.0101
O 3.6930 2.2134 -2.7176
O 5.3200 3.3597 -4.1302
N 5.0157 4.3264 -1.6625
S 5.5194 3.2218 -0.6387
O 5.9869 1.9740 -1.1625
O 6.4300 3.8916 0.2729
C 3.9823 2.9210 0.4826
F 4.3434 3.0935 1.7412
F 2.9716 3.7290 0.2340
F 3.5743 1.6688 0.2870
C 0.9980 1.5084 3.5036
F -0.3022 1.7177 3.4335
F 1.2343 0.2978 3.9823
F 1.4557 1.6421 2.2651
S 1.8057 2.8261 4.6140
O 3.1804 2.3987 4.7941
O 1.5739 4.1237 4.0285
N 0.8316 2.6020 6.0809
S 1.7922 3.2085 7.1624
O 2.8178 2.2929 7.5960
O 2.2455 4.5799 6.9927
C 0.6076 3.2772 8.6300
F 1.2976 3.3147 9.7680
F -0.2393 4.3001 8.5712
F -0.0834 2.1156 8.6662
C -5.7369 3.0257 4.6115
F -5.7403 3.1617 5.9282
F -4.8784 2.1148 4.2245
F -6.9718 2.6002 4.3054
S -5.3624 4.6819 3.7006
O -6.6206 5.3746 3.5632
O -4.4329 5.4127 4.5249
N -4.8440 4.0624 2.1897
S -3.2939 4.2669 2.2553
O -2.9372 5.6464 1.9986
O -2.6107 3.5829 3.3385
C -2.6386 3.2867 0.7825
F -1.3041 3.2549 0.8497
F -3.1369 2.0544 0.7851
F -2.9516 3.9195 -0.3537
C -0.9979 -3.8319 -2.8785
F -1.7590 -2.9238 -3.4995
F -1.8586 -4.8461 -2.6392
F 0.0336 -4.2226 -3.6295
S -0.3762 -3.1371 -1.1948
O -1.5007 -3.1652 -0.2902
O 0.7281 -4.0023 -0.8422
N 0.2449 -1.6125 -1.5916
S -0.8269 -0.4762 -1.1475
O -2.0825 -0.5318 -1.8823
O -0.9181 -0.3744 0.2772
C 0.1025 1.1033 -1.7079
F 0.9043 1.4198 -0.7120
F 0.8227 0.8484 -2.8022
F -0.7150 2.1085 -1.8975
O 0.2458 -6.3871 -5.4839
H 0.4589 -7.2667 -5.1534
H 1.0892 -6.0212 -5.7683
O 0.3033 -7.5716 -2.0365
H 0.4642 -6.9185 -1.3445
H -0.6554 -7.6732 -2.0502
O -4.8921 -0.8582 -2.8358
H -5.1455 -1.2360 -1.9885
H -3.9432 -0.6939 -2.7470
O 3.0851 -3.4344 -1.9484
H 2.8567 -4.1760 -1.3708
H 4.0476 -3.4310 -1.9914
O 2.0848 -1.3048 0.8139
H 1.3569 -1.0081 1.3759
H 1.6943 -1.3818 -0.0671
O -4.2365 -6.9864 -3.9704
H -4.8294 -7.3221 -4.6479
H -3.8242 -6.2056 -4.3747
O -1.0968 -0.5684 -5.0543
H -1.6944 0.1806 -5.1580
H -1.3509 -1.1821 -5.7505
O -2.8944 -5.1042 1.2539
H -2.5386 -4.2371 1.0039
H -3.3516 -4.9478 2.0857
O 2.7515 -4.4779 1.2340
H 2.2631 -3.6639 1.0290
H 2.0936 -5.1769 1.1758
O -2.5648 -5.2743 -5.7088
H -2.6436 -4.3220 -5.5824
H -1.6163 -5.4585 -5.6278
O 3.5683 -0.4713 -2.6875
H 3.5370 -0.3996 -3.6491
H 3.6307 0.4629 -2.3878



Record 4
Formula: C8H22F3LiO11P
Source: the Open Molecules 2025 dataset
Level of theory: ωB97M-V with the def2-TZVPD basis set

Charge: -3
Frontier orbital gap in Eh: 0.06307
HOMO level in eV: 4.11

Positions of all 46 atoms, in Å:
Li -0.5512 0.6793 -2.0302
C -2.3386 1.0166 0.4441
O -2.4055 -0.1139 1.3381
O -2.1906 0.5734 -0.7994
C -3.6113 1.9286 0.7240
F -4.7245 1.2466 1.0851
F -3.3648 2.7755 1.7856
F -3.9176 2.6718 -0.3382
C -2.0799 0.1680 2.6780
C -1.9891 -1.1820 3.3805
H -2.9432 -1.6959 3.5203
H -1.2900 -1.8042 2.8226
H -1.6434 -1.0622 4.4194
H -2.8107 0.7690 3.2368
H -1.0774 0.6130 2.7470
H -1.4508 1.6400 0.6768
P -1.2294 0.1174 -4.4136
O -2.7449 0.4003 -4.4700
O -0.4989 1.4001 -3.8564
O -0.5928 -0.4084 -5.7228
O -1.0301 -1.0094 -3.3126
C 2.8463 -3.2169 0.2141
O 2.4201 -1.9968 -0.3192
C 1.6955 -1.1935 0.5843
C 2.5342 -0.5453 1.6872
O 2.8864 -1.4649 2.7241
C 1.8422 -1.6341 3.6517
H 3.5021 -3.7262 -0.5014
H 1.9819 -3.8879 0.2657
H 3.4463 -3.1776 1.1247
H 0.8451 -1.7816 0.9557
H 1.1666 -0.4020 0.0497
H 1.9519 0.3100 2.0442
H 3.4622 -0.1905 1.2384
H 1.3668 -0.7150 4.0097
H 2.3194 -2.0752 4.5337
H 1.0468 -2.3128 3.3365
O 0.0869 3.7287 -2.9169
H -0.0084 4.3905 -3.6030
H -0.3679 2.8970 -3.3017
O 1.9986 1.2230 -4.7747
H 1.0013 1.2365 -4.5030
H 2.0707 0.3936 -5.2561
O 1.2320 1.6993 -1.4157
H 2.0762 1.3088 -1.6639
H 1.0813 2.4090 -2.0792



Record 5
Formula: C8H22F3O8Y
Source: the Open Molecules 2025 dataset
Level of theory: ωB97M-V with the def2-TZVPD basis set

Charge: -2
Energy above the lowest of the compared OMol25 structures with the same formula, charge and spin in kcal per mole: 254.3
Frontier orbital gap in Eh: 0.21028
HOMO level in eV: -1.74

Positions of all 42 atoms, in Å:
Y 0.3544 0.3095 -1.8304
C -0.5664 5.1621 -4.6491
C -0.2711 4.9773 -3.1999
O 0.3924 3.7630 -2.7705
H -1.3513 5.8818 -4.8819
H -0.8293 4.2272 -5.1440
H 0.2422 5.5749 -5.2522
H -1.1996 5.1210 -2.6472
H 0.3397 5.8197 -2.8753
C -2.6527 -4.4879 -0.7617
C -1.3753 -3.7223 -0.3288
O -0.9185 -2.9835 -1.4092
H -3.1317 -4.8855 0.1331
H -2.4318 -5.3249 -1.4241
H -3.4409 -3.8455 -1.1542
H -0.6250 -4.4356 0.0125
H -1.5516 -3.1100 0.5555
O -0.2974 0.1371 -4.8334
H -1.1812 0.5085 -5.0218
O 2.9659 -0.5043 -3.3140
H 3.7700 -0.5668 -2.7626
C 2.5458 -0.5912 2.4664
O 1.3007 -0.5392 3.1961
O 2.3478 0.2069 1.2748
C 3.7943 -0.4035 3.3962
F 3.5135 0.3189 4.5323
F 4.3364 -1.5229 3.8654
F 4.8112 0.2925 2.8164
C 1.0723 -1.4469 4.2960
C -0.3675 -1.3815 4.8342
H -1.1074 -1.7067 4.1029
H -0.4356 -1.9399 5.7679
H -0.6572 -0.3405 4.9777
H 1.7116 -1.1957 5.1424
H 1.2964 -2.4795 4.0284
H 2.5318 -1.6273 2.1284
O -1.2546 1.3847 0.9235
H -1.4604 2.1992 1.3823
H -0.6061 0.9532 1.4798
O -2.8148 0.7545 -2.3386
H -3.3604 0.3577 -3.0176
H -3.4389 1.0913 -1.6956



Record 6
Formula: C8H22LiN3O5
Source: the Open Molecules 2025 dataset
Level of theory: ωB97M-V with the def2-TZVPD basis set

Charge: 0
Energy above the lowest of the compared OMol25 structures with the same formula, charge and spin in kcal per mole: 118.2
Frontier orbital gap in Eh: 0.18208
HOMO level in eV: -6.48

Positions of all 39 atoms, in Å:
Li -0.5360 -1.6586 -2.1626
N 1.4000 -2.6699 -6.0791
O 1.6727 -3.3248 -5.0936
O 1.8083 -2.9835 -7.1761
O 0.7342 -1.7244 -5.8178
C 3.4294 2.1827 -0.1980
C 2.0935 2.6330 0.3493
C 2.0821 4.1322 0.7583
O 3.1289 4.5649 1.6606
C 3.2254 6.0437 1.7909
N 1.0327 2.4164 -0.6621
H 3.6733 2.5266 -1.2032
H 3.4928 1.0958 -0.1459
H 4.2146 2.5272 0.4748
H 1.8376 1.9583 1.1663
H 1.1093 4.2485 1.2359
H 2.1752 4.6683 -0.1862
H 3.9745 6.2673 2.5504
H 2.3002 6.4915 2.1536
H 3.3941 6.5062 0.8184
H 1.2797 2.9899 -1.4559
H 0.1481 2.7920 -0.3514
C -4.7136 -2.2678 1.5741
C -3.3912 -2.1375 0.8612
C -2.4268 -3.2936 1.4461
O -1.1856 -3.2715 0.7980
C -0.3832 -4.4160 1.1076
N -3.5096 -2.2983 -0.6205
H -5.1750 -3.2517 1.4896
H -5.4789 -1.5534 1.2706
H -4.6165 -1.8833 2.5894
H -2.9192 -1.1992 1.1525
H -2.8808 -4.2724 1.2918
H -2.3206 -3.1929 2.5262
H -0.7678 -5.3729 0.7549
H -0.2796 -4.3873 2.1923
H 0.6485 -4.2214 0.8145
H -4.1386 -1.5777 -0.9448
H -4.1318 -3.0863 -0.7301



Record 7
Formula: C8H22N2Si
Source: the Open Molecules 2025 dataset
Level of theory: ωB97M-V with the def2-TZVPD basis set

Charge: 0
Energy above the lowest of the compared OMol25 structures with the same formula, charge and spin in kcal per mole: 122.9
Frontier orbital gap in Eh: 0.33432
HOMO level in eV: -8.33

Positions of all 33 atoms, in Å:
C 0.6727 -2.7117 0.9899
N 0.1066 -1.6257 0.2277
C -0.2532 -2.1236 -1.1062
Si 0.2375 0.0636 0.6906
C 1.7765 0.8391 -0.0659
C 2.8577 -0.1638 -0.2679
C 1.2110 1.3332 -1.4364
C 2.1873 2.1027 0.7218
H 1.7226 -3.0368 0.5464
H 0.8803 -2.2883 1.8722
H -0.0109 -3.5105 0.9410
H -0.3718 -1.2745 -1.6972
H 0.5573 -2.7470 -1.3692
H -1.2662 -2.8303 -1.0000
H 0.2511 0.5798 1.9979
H -0.9429 0.4393 -0.1736
H 2.5484 -0.6728 -1.0867
H 3.8383 0.3121 -0.5368
H 3.0053 -0.9034 0.4290
H 1.9626 1.7741 -2.1017
H 0.6475 2.2287 -0.9964
H 0.5130 0.7385 -1.9864
H 2.5080 1.7828 1.6023
H 3.0608 2.6191 0.3566
H 1.4402 2.9479 0.8863
H -3.0738 -1.2718 -0.3032
N -3.8276 -0.7549 -0.7444
C -4.2898 0.3343 -0.3398
C -3.8191 1.0928 0.9588
H -5.1478 0.7312 -0.8408
H -4.0151 2.0987 0.9516
H -4.2095 0.7800 1.9081
H -2.7538 0.8904 0.9489



Record 8
Formula: C8H22N3O6P2Sn
Source: the Open Molecules 2025 dataset
Level of theory: ωB97M-V with the def2-TZVPD basis set

Charge: +1
Energy above the lowest of the compared OMol25 structures with the same formula, charge and spin in kcal per mole: 0.0
Frontier orbital gap in Eh: 0.35950
HOMO level in eV: -12.38

Positions of all 42 atoms, in Å:
Sn 0.5915 -0.9199 2.7816
N 3.0310 -3.1803 0.2909
C 2.0093 -2.4417 -0.5451
C 2.1882 -2.7228 -2.0247
P 0.3344 -3.0138 0.0035
O 0.7241 -4.5847 0.1166
O -0.7340 -2.7313 -0.9514
O 0.1731 -2.5345 1.4568
P 2.1983 -0.6630 -0.0707
O 3.6754 -0.4236 -0.6581
O 1.1800 0.2598 -0.5780
O 2.3724 -0.7886 1.4628
H 2.7438 -4.1560 0.4184
H 3.0580 -2.6918 1.2036
H 3.9599 -3.1236 -0.1277
H 2.0770 -3.7876 -2.2362
H 3.1570 -2.3751 -2.3854
H 1.4072 -2.1958 -2.5712
H -0.0578 -5.1388 -0.0451
H 3.7643 0.4590 -1.0517
C -3.9613 2.4549 -0.5427
C -2.4691 2.3544 -0.8379
N -1.6613 2.1401 0.3680
C -1.2175 3.3546 1.0524
C 0.1558 3.8255 0.5782
C -1.3188 0.9336 0.8008
C -1.8346 -0.2874 0.1160
N -0.5163 0.7514 1.8353
H -4.5038 2.6998 -1.4552
H -4.1583 3.2379 0.1908
H -4.3599 1.5188 -0.1526
H -2.1248 3.2873 -1.2832
H -2.2627 1.5678 -1.5602
H -1.2245 3.1851 2.1302
H -1.9603 4.1264 0.8572
H 0.9051 3.0382 0.6700
H 0.4756 4.6837 1.1691
H 0.1168 4.1275 -0.4682
H -2.7323 -0.1120 -0.4642
H -2.0343 -1.0557 0.8605
H -1.0582 -0.6864 -0.5398
H -0.1084 1.6090 2.1864



> What is the formula in the seventh record?

C8H22N2Si



Repeat the second record exactly.
Formula: C8H22BBeBr2MgN6NaO17P2S
Source: the Open Molecules 2025 dataset
Level of theory: ωB97M-V with the def2-TZVPD basis set

Charge: 0
Energy above the lowest of the compared OMol25 structures with the same formula, charge and spin in kcal per mole: 0.0
Frontier orbital gap in Eh: 0.05096
HOMO level in eV: -7.47

Positions of all 62 atoms, in Å:
N 0.4147 -0.6553 2.1393
B 0.1432 0.4265 3.0707
O 0.6572 0.4072 4.3629
N -0.6910 1.6154 2.5884
C -2.0251 1.4707 2.4362
N -2.7666 0.3113 2.6861
C -4.0405 0.7138 2.3568
N -4.0751 2.0209 1.9629
N -2.8130 2.5260 2.0058
P 0.1457 3.1048 2.2487
O 1.3978 2.7473 1.2075
O 0.6502 3.8501 3.6582
H -0.1108 -0.5517 1.2691
H 1.4062 -0.7111 1.8906
H 0.0127 0.8892 4.9168
H -4.9828 0.1196 2.3975
H -4.8852 2.6116 1.6392
H -2.6100 3.4873 1.7247
H 1.9223 3.5650 1.1135
H 0.1541 3.3727 4.4446
O 1.9375 -1.5484 -0.2397
C 1.9252 -0.8527 -1.2216
O 0.8047 -0.1863 -1.5490
C 0.7251 0.8022 -2.5904
C 0.5115 0.1602 -3.9437
C 3.1184 -0.7840 -2.1376
H 1.5958 1.4600 -2.5705
H -0.1363 1.4258 -2.3420
H 1.3460 -0.4881 -4.2164
H 0.3989 0.9210 -4.7153
H -0.3832 -0.4644 -3.9330
H 3.1077 -1.6489 -2.8012
H 4.0218 -0.8089 -1.5281
H 3.1718 0.1271 -2.7286
Br 0.5225 4.2910 5.9013
Be -5.6241 2.5592 0.0296
N -5.9215 -2.3491 3.9544
O -6.6588 -3.3289 4.0811
O -6.1831 -1.4762 3.0890
O -4.9198 -2.2179 4.6761
O -2.3747 1.0584 -4.8213
P -2.5999 2.4707 -4.2732
O -3.7650 2.4546 -3.2735
O -2.9256 3.4146 -5.4283
O -1.3291 2.9533 -3.5677
Mg -1.1908 5.2346 1.1046
Na -2.8863 1.1634 -2.2037
O -5.3363 -0.7564 -5.0781
H -5.1036 -1.6507 -5.3501
H -4.5223 -0.2521 -5.2100
C 4.9316 -4.8961 -0.3720
C 5.1315 -3.8403 0.6965
O 6.5484 -3.7443 0.8603
S 7.2648 -4.0396 -0.5565
O 7.5645 -2.7954 -1.1756
O 8.2382 -5.0533 -0.3643
O 5.9882 -4.6807 -1.3109
H 5.0408 -5.9022 0.0401
H 3.9630 -4.8095 -0.8613
H 4.6534 -4.1052 1.6372
H 4.7629 -2.8663 0.3638
Br -3.3181 3.7281 3.8102



> What is the formula in the second record?

C8H22BBeBr2MgN6NaO17P2S



> frontier orbital gap of number 3 (C8H22F24LiN4O27S8)?

0.20897 Eh